{
  "formula": "C21H24BrF5NO8PReTe",
  "method": "ωB97M-V/def2-TZVPD",
  "elements": ["Re", "O", "C", "C", "N", "C", "C", "O", "O", "C", "C", "O", "O", "H", "H", "H", "H", "H", "H", "H", "H", "H", "F", "Te", "F", "F", "F", "F", "O", "C", "P", "C", "C", "C", "C", "C", "C", "C", "H", "H", "H", "H", "H", "H", "H", "H", "H", "H", "H", "Br", "C", "C", "C", "C", "C", "C", "C", "O", "O", "H", "H", "H", "H"],
  "xyz": [[-1.6973, 0.9637, -0.2449], [-2.8066, 2.2545, 1.1542], [-3.3337, 1.5479, 2.2813], [-4.1247, 0.4445, 1.6329], [-3.2222, -0.3324, 0.7372], [-4.0296, -0.9140, -0.3661], [-4.2405, 0.1132, -1.4775], [-5.2065, 0.0538, -2.1993], [-3.2588, 0.9648, -1.5862], [-2.5409, -1.4091, 1.4847], [-1.4166, -1.9005, 0.6035], [-0.9673, -3.0160, 0.6264], [-0.9877, -0.9526, -0.2089], [-2.2423, 3.0193, 1.4525], [-3.9816, 2.2077, 2.8585], [-2.5237, 1.1862, 2.9182], [-4.9007, 0.8964, 1.0148], [-4.5932, -0.2319, 2.3499], [-4.9854, -1.2822, 0.0071], [-3.4837, -1.7548, -0.7985], [-3.2294, -2.2182, 1.7320], [-2.0946, -1.0029, 2.3929], [0.9393, 4.4930, 3.5737], [0.5963, 3.0984, 2.3666], [-0.5330, 2.3434, 3.6383], [-1.1265, 4.0469, 1.9443], [-1.1816, 2.7364, -0.7180], [1.9213, 2.0414, 3.2593], [-0.2562, 1.1910, 1.2727], [-0.5666, 1.9446, -3.3830], [-0.4775, 0.5165, -2.2784], [-1.2576, -0.8136, -3.2302], [1.2668, 0.0597, -2.1706], [2.2540, 1.0413, -2.2244], [3.5939, 0.6887, -2.1643], [3.9564, -0.6459, -2.0535], [2.9775, -1.6260, -1.9794], [1.6368, -1.2776, -2.0295], [-0.1089, 2.8146, -2.9191], [-1.6239, 2.1630, -3.5366], [-0.0848, 1.7245, -4.3353], [-0.6953, -0.9809, -4.1491], [-2.2754, -0.5113, -3.4760], [-1.2791, -1.7315, -2.6468], [1.9830, 2.0855, -2.3197], [4.3554, 1.4565, -2.2092], [5.0029, -0.9185, -2.0092], [3.2566, -2.6660, -1.8710], [0.8817, -2.0487, -1.9499], [6.3968, 0.1755, 0.9410], [4.8676, -0.8965, 1.2576], [5.0022, -2.2741, 1.3113], [3.8782, -3.0589, 1.5341], [2.6369, -2.4695, 1.7061], [2.5252, -1.0863, 1.6366], [3.6371, -0.2852, 1.4110], [1.1764, -0.4972, 1.8354], [0.3365, -0.9153, 2.5764], [1.0104, 0.5790, 1.0113], [5.9755, -2.7275, 1.1829], [3.9785, -4.1353, 1.5761], [1.7480, -3.0620, 1.8797], [3.5418, 0.7903, 1.3741]],
  "forces_ev_per_a": [[0.09, -0.35, 0.03], [0.17, 0.30, 0.19], [-0.16, -0.10, -0.03], [0.07, 0.06, -0.01], [-0.03, -0.04, 0.07], [0.01, 0.01, -0.03], [-0.01, 0.01, 0.01], [0.00, 0.00, 0.00], [-0.01, 0.01, 0.02], [-0.02, 0.00, -0.02], [0.03, 0.02, -0.01], [-0.02, 0.00, 0.01], [-0.03, 0.00, -0.08], [-0.04, -0.05, -0.12], [0.01, 0.00, 0.01], [0.00, -0.01, -0.03], [0.00, -0.01, 0.00], [0.00, 0.02, 0.03], [0.00, 0.00, 0.00], [0.00, 0.00, 0.00], [0.00, 0.00, 0.00], [0.00, 0.00, 0.00], [0.00, 0.01, 0.02], [-0.18, 0.16, -0.06], [0.00, -0.01, 0.02], [0.05, -0.11, -0.01], [-0.04, 0.03, -0.01], [0.06, -0.07, 0.02], [-0.03, 0.01, -0.08], [-0.01, -0.01, 0.00], [0.05, 0.12, -0.01], [0.00, 0.02, 0.01], [-0.01, -0.05, 0.01], [0.02, 0.00, 0.00], [-0.01, 0.02, 0.00], [0.01, 0.00, 0.04], [0.02, -0.01, 0.05], [-0.02, 0.03, 0.00], [0.00, 0.00, 0.00], [0.00, 0.01, 0.00], [0.00, -0.01, 0.00], [0.01, -0.01, 0.01], [0.01, 0.00, 0.01], [-0.01, -0.01, 0.01], [0.00, 0.00, 0.00], [0.00, 0.00, 0.00], [0.01, 0.00, 0.00], [0.00, 0.00, 0.00], [0.01, 0.01, 0.01], [-0.01, 0.00, -0.01], [0.01, 0.00, -0.02], [0.00, 0.00, -0.01], [0.00, 0.00, 0.00], [0.00, 0.00, -0.01], [0.00, 0.00, -0.02], [-0.02, 0.00, -0.03], [0.00, -0.03, 0.02], [0.00, 0.00, -0.01], [0.02, 0.01, 0.01], [0.00, 0.00, 0.00], [0.00, 0.00, 0.00], [0.00, 0.00, 0.00], [0.01, 0.00, 0.00]],
  "multiplicity": 2,
  "s2": 0.754,
  "e_homo_ha": [-0.323, -0.311]
}

=====

{
  "formula": "C21H24BrN5O7PS3",
  "method": "ωB97M-V/def2-TZVPD",
  "elements": ["C", "S", "O", "O", "S", "O", "O", "N", "S", "O", "O", "P", "O", "Br", "H", "H", "H", "H", "N", "C", "C", "C", "C", "C", "H", "H", "H", "H", "H", "N", "C", "C", "C", "C", "C", "H", "H", "H", "H", "H", "N", "C", "C", "C", "C", "C", "H", "H", "H", "H", "H", "N", "C", "C", "C", "C", "C", "H", "H", "H", "H", "H"],
  "xyz": [[0.8952, 0.7500, 2.3010], [1.1358, -0.6939, 3.2778], [2.5313, -0.9512, 3.2834], [0.5610, -0.6037, 4.5672], [0.2843, -2.3213, 2.1032], [0.3868, -3.5004, 2.8595], [1.1340, -2.3044, 0.9746], [-1.1821, -1.9286, 1.5838], [-2.3809, -1.8653, 2.6687], [-3.5084, -2.5115, 2.0956], [-2.0555, -2.2800, 3.9847], [-3.2426, 0.1454, 2.8357], [-2.7712, 0.7112, 1.3892], [-2.0418, 1.2192, 4.3857], [1.0938, 1.6199, 2.9098], [1.6395, 0.6870, 1.5186], [-0.0737, 0.7788, 1.8232], [-3.1535, 1.6086, 1.2990], [0.1856, 2.8897, 0.3827], [-0.9474, 3.0911, -0.2816], [-1.0975, 4.0340, -1.2877], [-0.0034, 4.8139, -1.6195], [1.1865, 4.6180, -0.9380], [1.2271, 3.6448, 0.0491], [-1.7740, 2.4530, 0.0082], [-2.0385, 4.1498, -1.8044], [-0.0779, 5.5601, -2.4005], [2.0669, 5.2032, -1.1657], [2.1415, 3.4562, 0.6030], [6.4057, -0.4604, 1.4205], [5.6102, -0.7898, 2.4378], [6.0147, -1.5890, 3.4979], [7.3098, -2.0743, 3.5018], [8.1491, -1.7416, 2.4496], [7.6481, -0.9345, 1.4410], [4.6003, -0.4040, 2.4019], [5.3203, -1.8218, 4.2928], [7.6609, -2.7035, 4.3101], [9.1692, -2.1000, 2.4099], [8.2731, -0.6496, 0.6002], [-1.2284, -6.5513, -2.1348], [-0.5778, -5.4215, -1.8601], [-0.9143, -4.5670, -0.8208], [-1.9899, -4.9010, -0.0191], [-2.6822, -6.0701, -0.2910], [-2.2607, -6.8555, -1.3529], [0.2589, -5.1937, -2.5125], [-0.3521, -3.6604, -0.6406], [-2.2791, -4.2486, 0.7912], [-3.5317, -6.3673, 0.3092], [-2.7750, -7.7810, -1.5956], [-3.1858, 4.1795, -4.0217], [-2.9252, 3.9471, -5.3039], [-3.9054, 3.8180, -6.2758], [-5.2309, 3.9337, -5.8929], [-5.5192, 4.1738, -4.5603], [-4.4630, 4.2888, -3.6699], [-1.8751, 3.8583, -5.5606], [-3.6338, 3.6295, -7.3050], [-6.0261, 3.8368, -6.6205], [-6.5393, 4.2689, -4.2154], [-4.6463, 4.4780, -2.6170]],
  "forces_ev_per_a": [[-0.04, -0.28, -0.61], [-0.06, -0.20, -0.09], [2.01, -0.46, -0.48], [-1.40, 0.31, 1.20], [-0.92, 0.61, -1.02], [-0.29, -1.32, 2.00], [1.14, 0.81, -1.88], [0.01, 0.54, 1.28], [1.11, 0.18, -0.68], [-1.66, -0.49, -1.19], [0.63, -0.01, 1.46], [-0.85, -0.55, 0.44], [0.17, 1.06, -0.18], [0.20, 0.09, -0.19], [-0.17, 0.12, 0.31], [0.14, -0.05, -0.19], [-0.27, 0.05, 0.22], [0.21, -0.63, -0.13], [-0.02, 0.18, -0.10], [-0.06, 0.01, 0.00], [-0.04, -0.01, 0.10], [0.03, 0.04, -0.03], [0.00, 0.01, -0.02], [0.11, -0.01, 0.07], [0.04, -0.01, -0.12], [0.01, -0.04, -0.07], [-0.01, 0.00, -0.01], [0.02, -0.01, 0.01], [0.02, 0.03, -0.03], [0.04, 0.02, 0.05], [-0.09, 0.12, -0.13], [0.00, -0.02, 0.05], [0.02, -0.02, 0.03], [0.02, 0.00, 0.00], [0.06, 0.02, -0.08], [-0.04, -0.07, 0.05], [-0.06, 0.00, -0.04], [0.00, -0.01, 0.00], [0.01, 0.01, -0.02], [0.04, -0.03, 0.02], [0.03, 0.00, -0.05], [0.05, 0.01, -0.04], [0.10, 0.03, -0.13], [-0.08, 0.05, 0.08], [0.03, -0.03, -0.03], [-0.08, -0.08, 0.01], [0.01, 0.04, 0.03], [0.04, -0.02, 0.02], [-0.08, 0.02, 0.06], [-0.01, -0.02, 0.00], [-0.03, 0.01, 0.04], [-0.05, 0.06, 0.00], [0.14, -0.02, -0.05], [0.00, 0.00, -0.01], [-0.03, 0.00, -0.03], [-0.01, 0.00, 0.00], [-0.03, 0.02, 0.11], [-0.01, -0.01, -0.05], [0.02, -0.01, 0.00], [-0.01, 0.00, -0.01], [0.00, 0.00, 0.02], [-0.06, 0.00, -0.01]],
  "multiplicity": 1,
  "total_charge": -1,
  "e_homo_ha": -0.226
}

=====

{
  "formula": "C21H24ClN5ORh",
  "method": "ωB97M-V/def2-TZVPD",
  "elements": ["Rh", "O", "C", "N", "C", "C", "C", "C", "C", "C", "N", "C", "C", "C", "C", "C", "N", "H", "H", "H", "H", "H", "H", "H", "H", "H", "H", "N", "C", "C", "N", "H", "H", "H", "H", "H", "H", "H", "H", "Cl", "C", "C", "C", "C", "C", "C", "C", "H", "H", "H", "H", "H", "H"],
  "xyz": [[-0.0623, 0.7625, 0.0239], [3.4344, 2.3025, -1.3126], [2.3912, 1.6937, -1.1368], [1.8523, 1.2881, 0.0192], [2.4323, 1.6961, 1.2749], [1.5136, 1.2954, 2.4010], [1.9361, 1.3384, 3.7231], [1.0833, 0.9301, 4.7300], [-0.1855, 0.4720, 4.3968], [-0.5447, 0.4568, 3.0684], [0.2705, 0.8708, 2.0875], [1.5248, 1.2710, -2.3186], [1.9981, 1.3862, -3.6131], [1.2208, 0.9051, -4.6531], [-0.0026, 0.3148, -4.3639], [-0.4202, 0.2549, -3.0479], [0.3109, 0.7421, -2.0433], [2.5957, 2.7820, 1.3030], [3.4167, 1.2434, 1.4338], [2.9367, 1.6828, 3.9444], [1.4043, 0.9570, 5.7624], [-0.8802, 0.1245, 5.1472], [-1.5172, 0.0984, 2.7608], [2.9697, 1.8362, -3.7598], [1.5678, 0.9757, -5.6747], [-0.6299, -0.0973, -5.1408], [-1.3677, -0.1999, -2.7881], [-2.1926, 0.4113, 0.0100], [-2.8843, 1.6734, 0.3627], [-2.2932, 2.8256, -0.4290], [-0.8724, 2.9731, -0.0888], [-2.4906, 0.1186, -0.9162], [-2.4867, -0.3375, 0.6312], [-2.7352, 1.8465, 1.4309], [-3.9596, 1.6045, 0.1849], [-2.8752, 3.7306, -0.2362], [-2.3655, 2.6160, -1.4988], [-0.7623, 3.4103, 0.8204], [-0.3794, 3.5496, -0.7613], [-0.5724, -2.7547, 2.5609], [-0.4972, -3.5280, 1.0032], [-1.1469, -4.7351, 0.8445], [-1.1289, -5.3655, -0.3929], [-0.4648, -4.7777, -1.4647], [0.1850, -3.5739, -1.2957], [0.2075, -2.9090, -0.0503], [0.9266, -1.6939, 0.0970], [-1.6647, -5.1773, 1.6840], [-1.6335, -6.3138, -0.5158], [-0.4534, -5.2675, -2.4288], [0.7133, -3.1196, -2.1250], [1.5066, -1.3135, -0.7295], [1.0706, -1.2757, 1.0796]],
  "forces_ev_per_a": [[0.49, -0.82, -0.24], [0.07, 0.05, 0.06], [-0.31, -0.15, 0.00], [-0.24, 0.02, -0.19], [0.00, 0.03, 0.01], [-0.01, -0.07, -0.03], [-0.05, 0.01, -0.01], [-0.03, -0.01, -0.01], [0.05, 0.05, -0.01], [-0.04, 0.17, -0.04], [0.01, -0.11, -0.16], [-0.06, -0.07, 0.14], [-0.09, -0.04, 0.10], [-0.05, -0.03, 0.00], [0.06, 0.03, -0.01], [-0.04, 0.11, 0.01], [0.17, -0.07, 0.23], [0.01, -0.01, 0.02], [-0.02, 0.00, 0.00], [0.01, 0.00, 0.00], [0.00, -0.01, 0.01], [0.00, 0.00, 0.01], [0.01, 0.00, 0.01], [0.02, 0.00, 0.00], [0.00, -0.01, -0.02], [0.00, 0.01, -0.02], [0.01, -0.01, 0.00], [0.05, -0.11, 0.00], [-0.05, 0.00, -0.01], [-0.08, -0.01, 0.02], [0.14, -0.26, 0.10], [0.00, -0.02, 0.02], [0.06, -0.01, 0.01], [0.00, 0.00, -0.01], [0.01, 0.00, 0.00], [0.03, 0.00, 0.00], [0.01, -0.01, 0.00], [0.01, 0.02, -0.01], [-0.01, -0.01, -0.02], [0.01, -0.01, 0.00], [0.14, 0.13, -0.23], [-0.02, -0.07, -0.11], [0.00, 0.02, 0.03], [-0.06, -0.06, 0.04], [0.03, 0.12, 0.21], [-0.65, -0.42, -0.23], [-0.74, 2.37, 0.09], [0.00, -0.01, 0.01], [0.00, 0.00, 0.00], [0.01, -0.01, 0.00], [0.03, 0.00, -0.01], [0.42, -0.32, 0.18], [0.67, -0.42, 0.06]],
  "multiplicity": 1,
  "total_charge": 1,
  "e_homo_ha": [-0.361, -0.370]
}

=====

{
  "formula": "C21H24ClNOsPSSe2Si",
  "method": "ωB97M-V/def2-TZVPD",
  "elements": ["Os", "C", "Si", "C", "C", "C", "C", "C", "C", "N", "C", "S", "H", "H", "H", "H", "H", "H", "H", "H", "H", "H", "H", "H", "Se", "P", "Se", "C", "C", "C", "C", "C", "C", "C", "C", "C", "C", "C", "C", "H", "H", "H", "H", "H", "H", "H", "H", "H", "H", "Cl", "C", "H", "H"],
  "xyz": [[-0.9451, -0.8713, -0.3309], [3.0638, -4.7607, -1.2933], [3.2446, -4.4953, 0.5389], [3.0620, -6.1101, 1.4563], [4.8691, -3.6730, 0.9433], [1.8864, -3.3447, 1.2400], [1.7526, -3.2431, 2.6154], [0.8013, -2.4204, 3.2441], [-0.0328, -1.6768, 2.4638], [0.0791, -1.7545, 1.1167], [0.9960, -2.5528, 0.4976], [0.7523, -2.3589, -1.1987], [3.8194, -5.4844, -1.6099], [3.2227, -3.8452, -1.8638], [2.0855, -5.1631, -1.5601], [3.8301, -6.8134, 1.1272], [2.0895, -6.5673, 1.2646], [3.1728, -5.9920, 2.5360], [5.7042, -4.2985, 0.6209], [4.9799, -3.5029, 2.0165], [4.9600, -2.7093, 0.4385], [2.4124, -3.8245, 3.2506], [0.7276, -2.3705, 4.3201], [-0.7871, -1.0045, 2.8481], [-0.0066, 0.9574, -1.4455], [-1.5163, 2.2927, -0.4592], [-2.4110, 0.8341, 0.8998], [-2.6647, 2.9240, -1.6838], [-2.3562, 2.9436, -3.0401], [-3.2660, 3.4804, -3.9400], [-4.4721, 3.9912, -3.4858], [-4.7798, 3.9702, -2.1302], [-3.8791, 3.4372, -1.2253], [-0.7656, 3.6929, 0.3629], [-0.1004, 3.4904, 1.5736], [0.5290, 4.5542, 2.1934], [0.4957, 5.8152, 1.6094], [-0.1647, 6.0168, 0.4066], [-0.7989, 4.9573, -0.2238], [-1.4191, 2.5393, -3.4009], [-3.0311, 3.4944, -4.9955], [-5.1801, 4.4059, -4.1908], [-5.7236, 4.3654, -1.7801], [-4.1232, 3.4122, -0.1695], [-0.0906, 2.5076, 2.0286], [1.0407, 4.4041, 3.1343], [0.9850, 6.6465, 2.0994], [-0.1911, 7.0009, -0.0409], [-1.3179, 5.1157, -1.1602], [-2.2036, -2.9531, -2.5941], [-2.4155, -1.8509, -1.2451], [-2.6668, -2.4236, -0.3213], [-3.2527, -1.1848, -1.4578]],
  "forces_ev_per_a": [[-0.10, 0.12, 0.09], [0.00, 0.00, -0.01], [-0.02, 0.01, -0.01], [0.00, 0.00, 0.01], [0.01, 0.01, 0.01], [-0.02, 0.00, -0.02], [0.00, 0.00, 0.01], [0.00, -0.01, 0.01], [0.00, 0.02, -0.03], [0.00, -0.01, -0.04], [0.01, 0.00, 0.03], [0.06, -0.04, -0.03], [0.00, 0.00, 0.00], [0.00, 0.00, 0.00], [0.00, 0.00, 0.00], [0.00, 0.00, 0.00], [0.00, 0.00, 0.00], [0.00, -0.01, 0.00], [0.00, 0.00, 0.00], [0.00, 0.00, 0.00], [0.00, 0.00, 0.00], [-0.01, 0.00, 0.00], [0.00, 0.01, 0.00], [0.00, -0.01, 0.00], [0.00, -0.01, 0.03], [-0.01, 0.01, -0.03], [0.06, -0.05, -0.04], [-0.01, -0.01, 0.03], [0.00, 0.00, -0.01], [0.01, 0.00, 0.00], [0.00, 0.00, 0.01], [0.01, 0.00, -0.01], [-0.01, 0.00, 0.00], [0.01, -0.02, 0.04], [-0.01, 0.01, -0.02], [0.00, 0.00, 0.00], [0.01, 0.00, 0.01], [-0.01, 0.01, -0.02], [0.01, 0.00, 0.00], [0.00, 0.00, 0.00], [0.00, 0.00, 0.00], [0.00, 0.00, 0.00], [0.00, 0.00, 0.00], [0.01, 0.00, -0.01], [0.00, -0.01, 0.00], [0.00, 0.00, 0.00], [0.00, 0.00, 0.00], [0.00, 0.00, 0.00], [0.00, 0.00, 0.00], [-0.01, 0.01, 0.01], [0.01, -0.03, 0.00], [0.01, 0.00, 0.00], [0.00, 0.01, -0.01]],
  "multiplicity": 1,
  "total_charge": 1,
  "e_homo_ha": -0.401
}

=====

The ΔE to the lowest compared entry with this formula, charge and spin results, record by record, are as follows: 0.017; 0.381; 1.557; 0.740 eV.